A:
The following is a DFT calculation (the ωB97M-V functional and the def2-TZVPD basis) of 2 unconnected molecules or ions with the total composition C4H13NO2.

Last column: Mulliken charge in e.
CARTESIAN COORDINATES (ANGSTROEM)
C -0.4957 -0.5662 1.0797  -1.038
C -1.1021 0.8575 0.7947  0.264
O -1.4181 0.8109 -0.6506  -0.603
C -0.0813 2.0158 0.9545  -0.993
C 1.2888 1.7225 0.3644  -0.576
N 1.1943 1.2801 -1.0792  -0.540
H 0.5360 -0.5960 0.6255  0.174
H -1.1327 -1.2483 0.4035  0.262
H -0.3585 -0.9479 2.0655  0.367
H -2.0678 1.1722 1.4043  0.299
H -0.4974 1.3284 -0.7182  0.530
H -0.5493 2.9518 0.4984  0.365
H -0.0913 2.3102 2.0124  0.417
H 1.8783 2.7226 0.4348  0.378
H 1.8704 0.8943 0.9436  0.282
H 1.8000 0.5577 -1.2313  0.185
H 1.6309 2.1233 -1.4849  0.229
O -0.6404 -5.9853 -1.8102  -0.650
H -1.0419 -6.3740 -2.6359  0.328
H -0.7222 -5.0296 -1.9709  0.321

Computed properties:
- structure (SMILES) = C[C@H](O)CCN.O
- Kohn-Sham gap (eV) = 10.102

***

B:
The following is a DFT calculation (the ωB97M-V functional and the def2-TZVPD basis) of 2 unconnected molecules or ions with the total composition C4H13NO2.

Last column: Mulliken charge in e.
CARTESIAN COORDINATES (ANGSTROEM)
C -0.8037 0.2371 -2.0871  -0.945
C 0.3113 1.0204 -1.4638  -0.407
C 0.5594 0.2152 -0.2204  0.086
N -0.6738 0.3783 0.6728  -0.480
C 1.8788 0.4938 0.6014  -0.577
O 1.8604 -0.3412 1.7037  -0.517
H -0.7595 0.2097 -3.2190  0.310
H -1.8387 0.5103 -1.8394  0.287
H -0.9162 -0.8572 -1.8003  0.222
H 0.1415 2.1010 -1.2982  0.334
H 1.1442 0.7177 -2.1945  0.232
H 0.5771 -0.8950 -0.4925  0.204
H -1.1360 1.2421 0.6908  0.192
H -0.6595 0.2614 1.6695  0.208
H 1.7485 1.4124 1.2415  0.263
H 2.7661 0.3839 -0.0107  0.293
H 1.6835 -1.3515 1.5233  0.301
O -2.5436 -1.5727 0.7333  -0.652
H -1.5336 -1.6023 0.7096  0.335
H -2.7106 -1.2680 -0.1660  0.311

Computed properties:
- structure (SMILES) = CC[C@H](N)CO.O
- Kohn-Sham gap (eV) = 9.767

***

C:
The following is a DFT calculation (the ωB97M-V functional and the def2-TZVPD basis) of 3 unconnected molecules or ions with the total composition C4H13NO2.

Last column: Mulliken charge in e.
CARTESIAN COORDINATES (ANGSTROEM)
C 1.9037 1.1010 -1.0860  -0.533
C 0.7894 1.8190 -1.3035  -0.249
C -0.3310 1.9373 -0.3072  -0.251
N -0.8426 0.6468 0.1778  -0.246
C -1.5068 0.7490 1.4583  -1.083
H 2.9382 1.4114 -0.9530  0.248
H 1.8408 0.1186 -0.6054  0.013
H 0.6790 2.4563 -2.1751  0.308
H 0.0503 2.4380 0.5880  0.266
H -1.1591 2.5270 -0.6951  0.328
H -0.1671 -0.1015 0.2205  0.212
H -2.5318 1.1199 1.3703  0.363
H -1.8040 -0.2829 1.7078  0.321
H -1.0040 1.1470 2.3470  0.354
O -1.7318 -2.7111 0.2313  -0.629
H -2.4576 -3.3109 0.4477  0.307
H -2.2576 -1.9542 -0.0654  0.319
O 2.0477 -2.1010 0.2254  -0.659
H 2.1563 -2.9803 0.6051  0.311
H 1.1993 -2.1910 -0.2326  0.302

Computed properties:
- structure (SMILES) = C=CCNC.O.O
- Kohn-Sham gap (eV) = 9.080

***

D:
The following is a DFT calculation (the ωB97M-V functional and the def2-TZVPD basis) of 3 unconnected molecules or ions with the total composition C4H13NO2.

Last column: Mulliken charge in e.
CARTESIAN COORDINATES (ANGSTROEM)
C 0.3421 0.7775 -1.4978  -0.281
N -0.0499 -0.2628 -0.9092  -0.428
C -1.0939 -0.0822 0.1040  -0.805
C -0.6467 -0.5374 1.5017  -0.069
C -1.8181 -0.5578 2.4674  -1.172
H 0.2891 1.7885 -1.0814  0.301
H 0.8646 0.6359 -2.4325  0.259
H -1.4669 0.9452 0.1201  0.480
H -1.9490 -0.6610 -0.2685  0.337
H -0.2291 -1.5354 1.3574  0.303
H 0.0765 0.2366 1.7732  0.066
H -1.5229 -0.7450 3.4960  0.340
H -2.4573 0.3236 2.3892  0.323
H -2.4870 -1.3897 2.2068  0.310
O 0.1148 -1.4597 -3.8773  -0.629
H 0.0379 -1.4318 -2.9079  0.343
H -0.1546 -2.3849 -3.9924  0.315
O 2.8549 2.0993 2.1005  -0.639
H 2.3525 2.0576 1.2817  0.321
H 2.6040 1.3077 2.5941  0.326

Computed properties:
- structure (SMILES) = C=NCCC.O.O
- Kohn-Sham gap (eV) = 10.771

***

Stability verdict: D, ahead by 0.0381 hartree

***

A:
The following is a DFT calculation (the ωB97M-V functional and the def2-TZVPD basis) of 2 unconnected molecules or ions with the total composition C4H5NO.

Last column: Mulliken charge in e.
CARTESIAN COORDINATES (ANGSTROEM)
N -1.0754 -1.2363 -2.3872  -0.382
C -0.5373 -1.1410 -1.3676  0.398
C 0.1482 -1.2127 -0.0572  -0.076
O -0.4733 -1.3259 0.9926  -0.524
H 1.1906 -1.5352 -0.1813  0.345
C 0.7116 0.8068 0.2532  -0.643
C -0.5189 1.2168 0.6629  -0.364
H 1.3372 0.2230 0.9117  0.343
H 1.2618 1.3863 -0.4775  0.343
H -0.7231 2.2778 0.6935  0.257
H -1.3214 0.5404 0.9569  0.304

Computed properties:
- structure (SMILES) = N#CC=O.C=C
- Kohn-Sham gap (eV) = 8.999

***

B:
The following is a DFT calculation (the ωB97M-V functional and the def2-TZVPD basis) of a molecular structure, C4H5NO.

Last column: Mulliken charge in e.
CARTESIAN COORDINATES (ANGSTROEM)
N -0.9021 -0.7810 0.8995  -0.530
C 0.0351 -1.1513 -0.1439  0.033
C -0.9821 -0.0771 -0.3464  -0.668
C 0.1849 0.9505 -0.4693  0.491
O 0.7992 1.1724 0.8015  -0.440
C 1.1881 -0.1411 -0.3994  -0.911
H -0.4585 -0.2121 1.6191  0.313
H 0.0837 -2.1890 -0.4555  0.412
H -1.9082 -0.0608 -0.9098  0.392
H 0.1683 1.8059 -1.1415  0.449
H 1.7917 0.6837 0.5457  0.460

Computed properties:
- Kohn-Sham gap (eV) = 9.674

***

C:
The following is a DFT calculation (the ωB97M-V functional and the def2-TZVPD basis) of a single C4H5NO molecule.

Last column: Mulliken charge in e.
CARTESIAN COORDINATES (ANGSTROEM)
N 2.1352 0.2609 -0.3687  -0.657
C 0.9066 0.0677 -0.1615  0.368
C -0.1884 1.1120 -0.2230  -0.197
C -1.4489 0.5155 0.2732  -0.517
C -1.0683 -0.9032 0.4251  -0.106
O 0.3275 -1.1259 0.1495  -0.413
H 2.6552 -0.6092 -0.2534  0.276
H 0.0774 2.0736 0.2256  0.374
H -0.4200 1.3514 -1.2754  0.260
H -1.6872 -1.5192 -0.2443  0.308
H -1.2892 -1.2235 1.4530  0.302

Computed properties:
- Kohn-Sham gap (eV) = 8.934

***

Stability verdict: C, ahead by 0.0176 hartree

***

A:
The following is a DFT calculation (the ωB97M-V functional and the def2-TZVPD basis) of a single C10H19N5O5 molecule.

Last column: Mulliken charge in e.
CARTESIAN COORDINATES (ANGSTROEM)
H 2.3407 -3.5744 3.5727  0.221
N 2.4710 -2.4759 3.3574  -0.711
C 2.1576 -2.3881 2.0895  0.421
N 2.6733 -1.2833 1.2938  -0.559
N 1.4545 -3.2464 1.2131  -0.103
C 0.8019 -2.9402 -0.0384  -1.593
C -0.5617 -2.2215 0.2138  -0.071
C -1.1400 -1.6555 -1.0674  -0.913
C -1.9123 -0.2882 -1.0955  0.244
N -1.2453 0.8224 -0.4953  -0.158
C 0.0672 0.9362 -0.5122  0.223
O 0.8003 0.1323 -1.0496  -0.604
C 0.7470 2.1668 0.1532  -0.061
N 2.1300 1.8647 0.2497  -0.601
C 0.5336 3.3640 -0.8363  -0.568
C -0.9671 3.7105 -1.0315  0.507
O -2.0059 3.3739 -0.4081  -0.727
O -1.0763 4.7794 -1.7936  -0.407
C -3.3457 -0.4893 -0.3669  0.358
O -4.3140 -1.0464 -0.8000  -0.555
O -3.3273 0.0074 0.8907  -0.501
H 1.8079 -0.8002 0.7730  0.229
H 3.2567 -0.5219 1.8415  0.315
H 1.1186 -4.2728 1.4824  0.295
H 1.4935 -2.5020 -0.6856  0.592
H 0.5610 -3.9595 -0.5931  0.255
H -1.2274 -3.0103 0.5640  0.526
H -0.5941 -1.3502 0.9595  0.211
H -0.1371 -1.7323 -1.7116  0.397
H -1.9650 -2.2858 -1.5792  0.353
H -2.0954 -0.0447 -2.2105  0.297
H -1.7101 1.7170 -0.4263  0.426
H 0.2336 2.4547 1.0194  0.399
H 2.4226 1.1100 -0.4284  0.291
H 2.8850 2.6458 0.2119  0.291
H 1.2933 3.2686 -1.7747  0.300
H 0.8332 4.4340 -0.3345  0.262
H -1.9542 5.0681 -1.9064  0.353
H -2.5037 0.2332 1.2595  0.368

Computed properties:
- structure (SMILES) = [H]/N=C(/N)NCCC[C@H](NC(=O)[C@@H](N)CC(=O)O)C(=O)O
- Kohn-Sham gap (eV) = 8.585

***

B:
The following is a DFT calculation (the ωB97M-V functional and the def2-TZVPD basis) of a single C10H19N5O5 molecule.

Last column: Mulliken charge in e.
CARTESIAN COORDINATES (ANGSTROEM)
H 4.0068 -1.7082 -2.2206  0.200
N 3.9893 -1.9319 -1.2396  -0.807
C 2.7874 -1.8581 -0.8470  0.396
N 1.7481 -1.4469 -1.6433  -0.484
N 2.4561 -2.0994 0.4916  -0.241
C 1.4455 -1.3930 1.2395  -0.599
C 1.9152 0.0111 1.5691  -0.608
C 0.7645 0.9971 1.7212  -0.734
C 0.3258 1.6872 0.4134  0.543
N 0.0434 0.7346 -0.6944  -0.569
C -1.1836 0.2548 -1.0962  0.066
O -1.1786 -0.7951 -1.7496  -0.653
C -2.4789 1.0539 -0.7531  0.069
N -3.4396 0.8831 -1.8721  -0.713
C -3.0545 0.5285 0.6040  -0.461
C -3.2071 -0.9821 0.6659  0.394
O -4.1033 -1.6159 0.1621  -0.575
O -2.2061 -1.5700 1.3342  -0.354
C 1.3779 2.7078 -0.0695  0.182
O 1.9296 3.5283 0.6655  -0.604
O 1.6234 2.6754 -1.3880  -0.544
H 2.0527 -1.5492 -2.6211  0.220
H 0.9208 -2.0484 -1.5181  0.244
H 3.2715 -2.3448 1.0151  0.291
H 1.3860 -1.9499 2.1818  0.407
H 0.4616 -1.3862 0.7419  0.162
H 2.3900 -0.0429 2.5686  0.385
H 2.6711 0.3759 0.8220  0.310
H -0.1724 0.5346 2.1643  0.148
H 1.1332 1.7727 2.4179  0.491
H -0.5682 2.2875 0.6219  0.432
H 0.8445 0.2110 -0.9490  0.568
H -2.1422 2.1025 -0.6904  0.380
H -4.3632 1.1077 -1.5348  0.288
H -3.4245 -0.0758 -2.2098  0.292
H -2.4739 0.8252 1.4815  0.240
H -4.0444 0.9630 0.8592  0.515
H -2.5202 -2.4912 1.1745  0.292
H 1.0163 2.0471 -1.8186  0.432

Computed properties:
- structure (SMILES) = [H]/N=C(\N)NCCC[C@H](NC(=O)[C@@H](N)CC(=O)O)C(=O)O
- Kohn-Sham gap (eV) = 9.392

***

Stability verdict: B, ahead by 0.1284 hartree

***

A:
The following is a DFT calculation (the ωB97M-V functional and the def2-TZVPD basis) of 10 unconnected molecules or ions with the total composition H19O10.

Last column: Mulliken charge in e.
CARTESIAN COORDINATES (ANGSTROEM)
O 0.9019 0.8743 4.2652  -0.676
H 0.0806 0.3306 3.8822  0.350
H 0.7581 1.7680 3.8541  0.330
O 0.5799 -3.7555 1.1972  -0.638
H 1.0322 -3.2824 0.5275  0.277
H 0.0027 -3.0646 1.5542  0.422
O -0.6331 -0.2851 -2.5229  -0.796
H -1.5794 0.0584 -2.5685  0.348
H -0.2271 0.3767 -1.8058  0.330
O -1.1822 -1.5327 1.3968  -0.639
H 2.1103 1.3577 -1.1782  0.254
H -0.3076 -1.2481 0.8772  0.278
O 1.5183 1.6115 -0.5903  -0.824
H -1.9688 -2.9037 -2.0264  0.253
H -1.7640 -0.9637 1.0530  0.240
O -3.5415 1.6603 -1.7082  -0.647
H -2.9376 2.3498 -1.7523  0.302
H -3.1499 0.9644 -1.0703  0.308
O 0.8627 0.8585 1.9417  -0.626
H 0.6808 1.1251 1.0326  0.404
H 1.5225 1.5092 2.3221  0.265
O -1.0568 -2.8019 -1.9598  -0.610
H -0.9842 -1.9025 -2.2753  0.424
H 0.5800 1.6928 -1.1767  0.274
O -0.6343 2.0482 -1.7526  -1.006
H -0.4565 1.9124 -2.6241  0.295
O 3.3390 0.3884 0.6716  -0.593
H 2.5293 0.6476 0.4471  0.438
H 3.9249 0.2063 -0.0110  0.262

Computed properties:
- total charge = -1
- Kohn-Sham gap (eV) = 8.869

***

B:
The following is a DFT calculation (the ωB97M-V functional and the def2-TZVPD basis) of 10 unconnected molecules or ions with the total composition H19O10.

Last column: Mulliken charge in e.
CARTESIAN COORDINATES (ANGSTROEM)
O -2.9198 1.1231 -2.5411  -0.708
H -2.1599 1.1566 -1.9058  0.460
H -2.5169 0.6338 -3.2679  0.347
O 3.3263 0.9820 0.3679  -0.782
H 2.5211 1.0556 -0.2742  0.399
H 3.5195 0.0908 0.6832  0.322
O -0.4346 -4.0206 -0.3708  -0.647
H 0.1586 -4.2756 0.3571  0.334
H -0.0279 -3.1248 -0.4361  0.289
O -1.2148 1.4256 -0.5250  -0.865
H -1.8710 0.5782 0.5827  0.425
H -1.1827 2.3680 -0.2961  0.255
O -2.2670 0.3087 1.4835  -0.701
H 1.4285 -0.5766 0.8532  0.312
H -3.0131 -0.2026 1.1434  0.308
O 2.1335 2.1234 2.3133  -0.722
H 2.5400 1.6902 1.4934  0.480
H 2.2194 3.0739 2.3406  0.257
O 1.2117 1.1517 -1.0236  -0.869
H -0.0705 1.4379 -0.8455  0.289
H 1.5403 1.8464 -1.6090  0.180
O 1.5142 -1.2525 0.1592  -0.695
H 1.5464 -0.5458 -0.5371  0.380
H -1.7762 -1.1299 3.4973  0.332
O -1.7341 -2.0857 3.3934  -0.647
H -1.6060 -2.2836 2.4620  0.321
O -0.4576 -0.4271 -2.8560  -0.663
H 0.4497 -0.6833 -2.6642  0.279
H -0.8568 -0.4378 -1.9776  0.329

Computed properties:
- total charge = -1
- Kohn-Sham gap (eV) = 10.270

***

Stability verdict: B, ahead by 0.1128 hartree

***

A:
The following is a DFT calculation (the ωB97M-V functional and the def2-TZVPD basis) of a single C5H9N molecule.

Last column: Mulliken charge in e.
CARTESIAN COORDINATES (ANGSTROEM)
C 0.6396 0.6083 -1.6753  -0.656
C 1.1600 1.3724 -0.4883  -0.590
C 0.5194 0.0274 -0.2971  0.093
N -0.7846 0.0120 0.2976  -0.386
C -0.8711 -0.4452 1.6746  -0.332
C -1.2682 -1.3258 0.5449  -0.466
H -0.2618 0.9762 -2.1582  0.268
H 1.3669 0.1734 -2.3532  0.223
H 2.2313 1.4953 -0.3674  0.233
H 0.5862 2.2493 -0.1926  0.260
H 1.1007 -0.8713 -0.0685  0.405
H 0.0286 -0.7435 2.2142  0.233
H -1.5895 0.1079 2.2765  0.249
H -2.3036 -1.5290 0.2935  0.252
H -0.5538 -2.1074 0.2994  0.215

Computed properties:
- structure (SMILES) = C1CC1N1CC1
- Kohn-Sham gap (eV) = 10.618

***

B:
The following is a DFT calculation (the ωB97M-V functional and the def2-TZVPD basis) of a single C5H9N molecule.

Last column: Mulliken charge in e.
CARTESIAN COORDINATES (ANGSTROEM)
C -2.0350 -1.1140 -0.1576  -0.718
C -1.0276 -0.4700 0.4900  -0.086
C -0.0168 0.4296 -0.2307  0.119
N -0.2955 1.8538 -0.1453  -0.646
C 1.3404 0.0272 0.3204  -0.325
C 2.2123 -0.8474 -0.2448  -0.721
H -2.7114 -1.7874 0.3741  0.267
H -2.1257 -1.0651 -1.2810  0.212
H -0.9827 -0.4976 1.6157  0.233
H -0.1528 0.1332 -1.2588  0.388
H -0.5452 2.0969 0.8540  0.291
H -1.1482 2.0471 -0.8163  0.296
H 1.6402 0.3513 1.3608  0.202
H 3.1250 -1.1328 0.3360  0.217
H 2.1293 -1.2749 -1.2311  0.273

Computed properties:
- structure (SMILES) = C=CC(N)C=C
- Kohn-Sham gap (eV) = 10.365

***

Stability verdict: B, ahead by 0.0078 hartree